Computed, not measured: C11H21N3O3 in the gas phase in a non-equilibrium geometry, with ωB97M-V/def2-TZVPD.

Results
HOMO-LUMO gap ... 9.812 eV
ΔE to the lowest compared entry with this formula, charge and spin ... 1.932 eV
DFT total energy ... -22360.142 eV
HOMO ... -9.22 eV

```
38
Properties=species:S:1:pos:R:3:lowdin_charge:R:1
N -5.691 2.002 0.876 -0.034
C -4.645 1.643 1.834 -0.322
C -3.198 1.721 1.316 -0.206
C -2.980 0.736 0.194 -0.217
C -1.590 0.736 -0.447 -0.127
C -0.496 0.232 0.483 -0.193
N 0.778 0.235 -0.356 0.126
C 1.234 -0.863 -0.914 -0.439
O 0.520 -1.864 -1.093 0.063
C 2.703 -0.750 -1.456 -0.285
C 3.545 -2.040 -1.633 -0.106
C 5.050 -1.475 -1.429 -0.124
C 4.859 0.005 -0.972 -0.194
N 3.447 0.145 -0.613 -0.063
C -0.591 -1.076 1.082 -0.589
O -1.501 -1.829 0.900 0.138
O 0.454 -1.368 1.810 0.144
H -6.657 1.942 1.290 0.083
H -5.620 1.244 0.129 0.080
H -4.666 2.332 2.703 0.113
H -4.821 0.629 2.154 0.096
H -2.963 2.753 1.072 0.116
H -2.616 1.297 2.152 0.114
H -3.170 -0.284 0.608 0.123
H -3.700 0.864 -0.553 0.080
H -1.586 0.025 -1.304 0.136
H -1.296 1.687 -0.882 0.120
H -0.398 0.964 1.334 0.175
H 1.437 1.009 -0.276 0.142
H 2.597 -0.185 -2.380 0.148
H 3.214 -2.670 -0.776 0.107
H 3.246 -2.662 -2.529 0.125
H 5.473 -2.121 -0.632 0.103
H 5.523 -1.512 -2.415 0.095
H 5.056 0.643 -1.774 0.088
H 5.397 0.295 -0.094 0.105
H 3.334 -0.213 0.352 0.129
H 0.320 -2.229 2.236 0.150
```